Below is 11 unconnected molecules or ions with the total composition C38H102N4O22 at a distorted geometry, with properties calculated with the ωB97M-V functional and the def2-TZVPD basis.

Its SMILES is COCCNCCOC.COCCNCCOC.COCCNCCOC.COCCNCCOC.OCCO.OCCO.OCCO.OCCO.OCCO.OCCO.OCCO. The calculation puts the energy relative to the best compared isomer or geometry (same formula, charge and spin) at 95.11 kcal per mole. The value obtained for the calculated total energy is -92051.6492 eV. The largest force on an atom comes out at 2.8 eV Å⁻¹.

Last columns: bonded neighbours and bond lengths (Å).
Atoms and positions in Å:
1 C -3.42776 -4.80001 -2.77280  C2 1.523, O4 1.416, H5 1.090, H6 1.090
2 C -4.81222 -4.67071 -2.15193  C1 1.523, O3 1.347, H7 1.090, H8 1.090
3 O -5.05594 -5.68522 -1.30015  C2 1.347, H9 0.960
4 O -2.43970 -4.48504 -1.80931  C1 1.416, H10 0.960
5 H -3.35679 -4.00680 -3.51704  C1 1.090
6 H -3.13750 -5.77401 -3.16673  C1 1.090
7 H -5.54749 -4.58778 -2.95231  C2 1.090
8 H -4.92709 -3.65181 -1.78215  C2 1.090
9 H -4.31519 -5.80051 -0.70049  O3 0.960
10 H -1.78517 -5.18601 -1.85205  O4 0.960
11 C -8.92840 -0.17023 3.54825  C12 1.572, O14 1.432, H15 1.090, H16 1.090
12 C -7.39621 0.17871 3.58997  C11 1.572, O13 1.450, H17 1.090, H18 1.090
13 O -6.93481 0.46764 4.93356  C12 1.450, H19 0.960
14 O -9.85840 0.85447 3.91684  C11 1.432, H20 0.960
15 H -9.04126 -1.04763 4.18507  C11 1.090
16 H -9.11426 -0.58029 2.55557  C11 1.090
17 H -7.21471 1.01687 2.91719  C12 1.090
18 H -6.75032 -0.57377 3.13753  C12 1.090
19 H -7.45735 1.23543 5.17658  O13 0.960
20 H -10.71816 0.46136 4.08380  O14 0.960
21 C -0.09013 -1.39195 3.39602  C22 1.555, O24 1.446, H25 1.090, H26 1.090
22 C -0.28473 0.07070 2.90449  C21 1.555, O23 1.367, H27 1.090, H28 1.090
23 O -0.92531 0.10826 1.69756  C22 1.367, H29 0.960
24 O -1.30732 -2.09776 3.72762  C21 1.446, H30 0.960
25 H 0.66465 -1.39837 4.18239  C21 1.090
26 H 0.35140 -1.92905 2.55658  C21 1.090
27 H 0.61954 0.67898 2.88491  C22 1.090
28 H -0.87182 0.53890 3.69456  C22 1.090
29 H -0.99057 -0.77676 1.33137  O23 0.960
30 H -1.65886 -1.70521 4.53007  O24 0.960
31 C 0.45223 -8.56778 1.58440  C32 1.568, O34 1.445, H35 1.090, H36 1.090
32 C 0.87318 -9.14106 0.18722  C31 1.568, O33 1.397, H37 1.090, H38 1.090
33 O 1.44538 -8.11190 -0.56358  C32 1.397, H39 0.960
34 O -0.85979 -7.96345 1.61488  C31 1.445, H40 0.960
35 H 1.27222 -7.95756 1.96301  C31 1.090
36 H 0.38694 -9.39119 2.29561  C31 1.090
37 H 0.12447 -9.62400 -0.44072  C32 1.090
38 H 1.60928 -9.93697 0.30033  C32 1.090
39 H 2.35575 -7.99919 -0.28054  O33 0.960
40 H -0.78723 -7.04106 1.87088  O34 0.960
41 C -1.60519 8.00087 -1.57554  C42 1.495, O44 1.416, H45 1.090, H46 1.090
42 C -0.77225 7.14772 -0.67372  C41 1.495, O43 1.457, H47 1.090, H48 1.090
43 O -0.34107 5.92661 -1.34220  C42 1.457, H49 0.960
44 O -2.85732 7.35785 -1.73333  C41 1.416, H50 0.960
45 H -1.17844 8.29951 -2.53303  C41 1.090
46 H -1.76496 8.94215 -1.04965  C41 1.090
47 H -1.33192 6.86848 0.21897  C42 1.090
48 H 0.07588 7.75414 -0.35588  C42 1.090
49 H -0.80197 5.21829 -0.88673  O43 0.960
50 H -2.65028 6.68851 -2.38963  O44 0.960
51 C 6.59258 5.37165 2.34375  C52 1.539, O54 1.440, H55 1.090, H56 1.090
52 C 8.12398 5.52383 2.35653  C51 1.539, O53 1.429, H57 1.090, H58 1.090
53 O 8.46835 6.71857 3.06045  C52 1.429, H59 0.960
54 O 6.07884 5.13283 3.66757  C51 1.440, H60 0.960
55 H 6.39313 4.53419 1.67519  C51 1.090
56 H 5.99272 6.19679 1.95978  C51 1.090
57 H 8.56379 5.49903 1.35951  C52 1.090
58 H 8.55894 4.67815 2.88919  C52 1.090
59 H 8.42692 6.63649 4.01603  O53 0.960
60 H 5.56226 5.90524 3.90868  O54 0.960
61 C -9.47312 -4.55538 8.36756  C62 1.540, O64 1.395, H65 1.090, H66 1.090
62 C -8.00110 -4.92124 8.09864  C61 1.540, O63 1.427, H67 1.090, H68 1.090
63 O -7.10894 -3.86789 8.46125  C62 1.427, H69 0.960
64 O -10.32344 -5.55549 7.89466  C61 1.395, H70 0.960
65 H -9.66603 -3.57174 7.93939  C61 1.090
66 H -9.56043 -4.35115 9.43469  C61 1.090
67 H -7.83326 -5.03134 7.02728  C62 1.090
68 H -7.72079 -5.86804 8.56026  C62 1.090
69 H -7.42887 -3.10361 7.97637  O63 0.960
70 H -10.33584 -5.46768 6.93876  O64 0.960
71 C -2.81320 10.23427 15.74281  O72 1.425, H80 1.090, H81 1.090, H82 1.090
72 O -1.54083 9.59488 15.80604  C71 1.425, C73 1.441
73 C -1.72866 8.18570 16.04036  O72 1.441, C74 1.562, H83 1.090, H84 1.090
74 C -0.43177 7.33922 15.83949  C73 1.562, N75 1.481, H85 1.090, H86 1.090
75 N -0.06086 7.44845 14.40996  C74 1.481, C76 1.458, H87 1.010
76 C 1.26168 6.85064 14.27498  N75 1.458, C77 1.553, H88 1.090, H89 1.090
77 C 1.60800 6.53052 12.79548  C76 1.553, O78 1.423, H90 1.090, H91 1.090
78 O 0.99261 5.25986 12.61508  C77 1.423, C79 1.451
79 C 1.26881 4.64547 11.33029  O78 1.451, H92 1.090, H93 1.090, H94 1.090
80 H -3.28938 9.95001 14.80444  C71 1.090
81 H -2.66764 11.30464 15.88850  C71 1.090
82 H -3.51446 9.82598 16.47056  C71 1.090
83 H -2.48917 7.77007 15.37931  C73 1.090
84 H -2.13187 8.11742 17.05073  C73 1.090
85 H -0.55516 6.28740 16.09745  C74 1.090
86 H 0.35196 7.65116 16.52983  C74 1.090
87 H -0.02971 8.40244 14.07975  N75 1.010
88 H 1.31702 5.98337 14.93290  C76 1.090
89 H 2.04252 7.50594 14.66094  C76 1.090
90 H 2.69465 6.44843 12.81979  C77 1.090
91 H 1.31025 7.24677 12.02970  C77 1.090
92 H 0.83844 3.64633 11.26242  C79 1.090
93 H 2.35804 4.68622 11.33098  C79 1.090
94 H 0.92458 5.26026 10.49864  C79 1.090
95 C -7.64184 6.46817 -13.07300  O96 1.403, H104 1.090, H105 1.090, H106 1.090
96 O -6.56517 6.80963 -12.24161  C95 1.403, C97 1.405
97 C -5.33482 7.04924 -12.87672  O96 1.405, C98 1.561, H107 1.090, H108 1.090
98 C -4.27340 7.29432 -11.75860  C97 1.561, N99 1.465, H109 1.090, H110 1.090
99 N -4.03168 6.09996 -10.94485  C98 1.465, C100 1.489, H111 1.010
100 C -2.97535 6.33932 -9.92279  N99 1.489, C101 1.520, H112 1.090, H113 1.090
101 C -2.77258 5.17629 -8.96576  C100 1.520, O102 1.393, H114 1.090, H115 1.090
102 O -3.91661 5.07064 -8.17828  C101 1.393, C103 1.442
103 C -3.97604 3.87838 -7.36948  O102 1.442, H116 1.090, H117 1.090, H118 1.090
104 H -8.49676 6.24667 -12.43413  C95 1.090
105 H -7.41576 5.53906 -13.59620  C95 1.090
106 H -7.83572 7.24005 -13.81777  C95 1.090
107 H -5.32239 7.92257 -13.52884  C97 1.090
108 H -5.00271 6.25208 -13.54181  C97 1.090
109 H -4.57293 8.16260 -11.17167  C98 1.090
110 H -3.34513 7.43198 -12.31310  C98 1.090
111 H -4.94744 6.07713 -10.51945  N99 1.010
112 H -3.23581 7.25074 -9.38466  C100 1.090
113 H -2.12191 6.56464 -10.56231  C100 1.090
114 H -1.91865 5.49418 -8.36754  C101 1.090
115 H -2.47981 4.28130 -9.51473  C101 1.090
116 H -4.30325 3.10263 -8.06175  C103 1.090
117 H -4.61181 3.97153 -6.48901  C103 1.090
118 H -2.99022 3.50748 -7.08896  C103 1.090
119 C 7.37349 -8.74066 -2.00654  O120 1.428, H128 1.090, H129 1.090, H130 1.090
120 O 7.44556 -9.19477 -0.65482  C119 1.428, C121 1.438
121 C 8.26764 -8.44113 0.25315  O120 1.438, C122 1.518, H131 1.090, H132 1.090
122 C 8.15634 -6.93056 0.15768  C121 1.518, N123 1.472, H133 1.090, H134 1.090
123 N 6.81609 -6.42584 0.49909  C122 1.472, C124 1.458, H135 1.010
124 C 6.77846 -4.98285 0.29133  N123 1.458, C125 1.560, H136 1.090, H137 1.090
125 C 7.42321 -4.18574 1.46650  C124 1.560, O126 1.433, H138 1.090, H139 1.090
126 O 6.56441 -4.48586 2.57389  C125 1.433, C127 1.407
127 C 7.07822 -4.15727 3.84225  O126 1.407, H140 1.090, H141 1.090, H142 1.090
128 H 6.78863 -7.82810 -2.12180  C119 1.090
129 H 6.96098 -9.59158 -2.54863  C119 1.090
130 H 8.36908 -8.56810 -2.41535  C119 1.090
131 H 9.27764 -8.66040 -0.09313  C121 1.090
132 H 8.13457 -8.75384 1.28882  C121 1.090
133 H 8.52476 -6.70909 -0.84397  C122 1.090
134 H 8.83251 -6.43387 0.85353  C122 1.090
135 H 6.68413 -6.67928 1.46783  N123 1.010
136 H 5.72744 -4.71308 0.18800  C124 1.090
137 H 7.25786 -4.81126 -0.67243  C124 1.090
138 H 7.40350 -3.11484 1.26434  C125 1.090
139 H 8.42993 -4.49383 1.74882  C125 1.090
140 H 7.38065 -3.11860 3.97564  C127 1.090
141 H 7.95286 -4.77741 4.03854  C127 1.090
142 H 6.35849 -4.44062 4.61024  C127 1.090
143 C 3.44965 -1.73936 -7.38063  O144 1.483, H152 1.090, H153 1.090, H154 1.090
144 O 3.01399 -2.74042 -8.38391  C143 1.483, C145 1.433
145 C 3.76903 -3.95363 -8.28148  O144 1.433, C146 1.551, H155 1.090, H156 1.090
146 C 3.15278 -5.10092 -9.12406  C145 1.551, N147 1.428, H157 1.090, H158 1.090
147 N 3.52894 -4.94902 -10.49330  C146 1.428, C148 1.465, H159 1.010
148 C 2.67353 -5.83406 -11.28789  N147 1.465, C149 1.543, H160 1.090, H161 1.090
149 C 2.89682 -5.56951 -12.79182  C148 1.543, O150 1.467, H162 1.090, H163 1.090
150 O 4.19757 -6.06929 -13.24891  C149 1.467, C151 1.435
151 C 4.42082 -5.97491 -14.66295  O150 1.435, H164 1.090, H165 1.090, H166 1.090
152 H 2.98456 -1.84795 -6.40083  C143 1.090
153 H 3.03426 -0.86240 -7.87712  C143 1.090
154 H 4.52822 -1.73852 -7.22322  C143 1.090
155 H 3.90208 -4.30990 -7.25998  C145 1.090
156 H 4.78677 -3.85416 -8.65887  C145 1.090
157 H 2.07349 -5.12086 -8.97295  C146 1.090
158 H 3.43383 -6.11384 -8.83578  C146 1.090
159 H 3.41104 -4.00365 -10.82867  N147 1.010
160 H 1.60531 -5.69688 -11.11997  C148 1.090
161 H 2.91354 -6.86961 -11.04681  C148 1.090
162 H 2.82271 -4.51110 -13.04155  C149 1.090
163 H 2.06456 -5.99754 -13.35060  C149 1.090
164 H 5.39064 -6.41099 -14.90251  C151 1.090
165 H 4.41321 -4.92354 -14.95044  C151 1.090
166 H 3.67602 -6.64148 -15.09776  C151 1.090